Record 1
DFT (wB97M-V/def2-TZVPD) results for a molecular structure, C27H34ClN8O2PPtS.

```
! wB97M-V def2-TZVPD RIJCOSX def2/J DEFGRID3
* xyz 4 1
Pt 1.564 1.676 1.147
C 3.206 5.186 -2.472
C 3.759 3.930 -1.921
N 4.923 3.422 -2.165
N 4.989 2.277 -1.426
C 3.893 2.049 -0.727
S 3.481 0.747 0.327
N 3.092 3.094 -1.023
N 1.807 3.221 -0.472
H 3.980 5.673 -3.060
H 2.898 5.868 -1.677
H 2.351 4.991 -3.123
H 5.836 1.724 -1.448
H 1.752 4.121 0.006
H 1.111 3.209 -1.216
Cl -0.479 2.535 2.008
C -0.222 2.429 3.773
C -0.994 3.213 4.593
C -0.767 3.113 5.965
C 0.203 2.255 6.464
C 0.961 1.474 5.601
C 0.750 1.549 4.225
P 1.636 0.488 3.070
C 3.256 0.186 3.752
C 3.690 -1.088 4.121
C 4.938 -1.238 4.710
C 5.742 -0.130 4.932
C 5.306 1.143 4.573
C 4.068 1.304 3.982
C 0.741 -1.072 2.912
C -0.435 -1.314 3.613
C -1.077 -2.542 3.491
C -0.539 -3.532 2.684
C 0.643 -3.297 1.982
C 1.278 -2.068 2.087
H -1.737 3.892 4.197
H -1.351 3.724 6.641
H 0.376 2.198 7.529
H 1.723 0.812 5.994
H 3.059 -1.955 3.988
H 5.275 -2.221 5.009
H 6.710 -0.253 5.399
H 5.930 2.004 4.766
H 3.725 2.298 3.715
H -0.849 -0.559 4.269
H -1.983 -2.731 4.052
H -1.017 -4.502 2.629
H 1.098 -4.096 1.406
H 2.227 -1.906 1.584
N 0.440 -2.187 -1.136
C -0.135 -2.671 -2.176
C -1.278 -3.627 -2.133
C -1.609 -4.245 -3.505
C -2.943 -5.005 -3.578
N -4.140 -4.211 -3.839
C -4.799 -4.137 -5.008
N -4.293 -4.646 -6.124
N -5.973 -3.516 -5.049
C -1.402 1.085 -1.844
O -2.110 0.288 -2.288
O -0.645 1.846 -1.399
H 1.286 -1.626 -1.174
H 0.153 -2.438 -0.185
H 0.304 -2.399 -3.134
H -2.130 -3.153 -1.633
H -0.960 -4.426 -1.452
H -0.838 -4.989 -3.713
H -1.546 -3.500 -4.302
H -3.111 -5.570 -2.660
H -2.862 -5.767 -4.350
H -4.594 -3.772 -3.054
H -3.419 -5.140 -6.148
H -4.838 -4.665 -6.973
H -6.454 -3.240 -4.209
H -6.508 -3.471 -5.903
*
```

Summary:
**HOMO**: -17.89 eV
**Relative energy (zero: lowest compared OMol25 entry of this formula, charge and spin)**: 0.00 kcal per mole
**E_LUMO**: -10.87 eV

=====

Record 2
DFT (wB97M-V/def2-TZVPD) results for a molecular structure, C49H64IrN3O3PTe2.

```
! wB97M-V def2-TZVPD RIJCOSX def2/J DEFGRID3
* xyz 1 5
Ir -0.320 1.076 0.138
C -4.097 -1.102 -0.180
C -3.107 0.028 -0.232
O -3.607 1.204 -0.468
N -1.847 -0.162 -0.088
Te -0.503 -2.355 0.232
C -0.306 -4.483 0.492
C 0.914 -5.120 0.269
C 2.154 -4.387 -0.154
C 0.986 -6.501 0.440
C -0.107 -7.253 0.836
C -0.011 -8.742 1.006
C -1.303 -6.588 1.084
C -1.424 -5.215 0.922
C -2.743 -4.565 1.244
C 0.098 -2.365 -1.804
C 1.270 -1.727 -2.216
C 2.223 -1.008 -1.303
C 1.620 -1.778 -3.565
C 0.849 -2.443 -4.502
C 1.246 -2.491 -5.950
C -0.314 -3.066 -4.065
C -0.710 -3.033 -2.735
C -1.986 -3.726 -2.350
H -4.981 -0.774 0.365
H -3.667 -1.976 0.299
H -4.404 -1.358 -1.196
H 2.217 -3.405 0.317
H 2.168 -4.239 -1.236
H 3.042 -4.955 0.122
H 1.934 -6.996 0.265
H 1.009 -9.092 0.858
H -0.651 -9.256 0.287
H -0.333 -9.042 2.003
H -2.166 -7.155 1.413
H -3.487 -5.317 1.500
H -3.124 -3.986 0.402
H -2.650 -3.886 2.096
H 1.794 -0.838 -0.317
H 2.492 -0.041 -1.729
H 3.134 -1.595 -1.175
H 2.530 -1.278 -3.882
H 2.084 -1.826 -6.154
H 0.413 -2.200 -6.592
H 1.540 -3.501 -6.238
H -0.939 -3.586 -4.782
H -2.559 -3.989 -3.237
H -2.608 -3.089 -1.719
H -1.778 -4.643 -1.794
C 6.308 0.349 -1.112
C 5.991 1.717 -0.523
N 5.931 1.704 0.932
C 7.132 1.305 1.669
C 7.077 -0.124 2.191
C 4.859 2.073 1.661
O 4.821 2.017 2.880
C 3.652 2.627 0.947
C 3.628 3.948 0.517
C 2.444 4.467 0.021
C 1.330 3.653 -0.038
N 1.342 2.381 0.377
C 2.490 1.885 0.862
H 6.229 0.386 -2.198
H 5.613 -0.402 -0.739
H 7.319 0.030 -0.862
H 5.036 2.073 -0.906
H 6.754 2.437 -0.835
H 7.251 1.995 2.505
H 7.979 1.442 0.994
H 6.221 -0.246 2.853
H 7.980 -0.344 2.759
H 7.002 -0.846 1.378
H 4.521 4.557 0.580
H 2.375 5.491 -0.316
H 0.395 4.021 -0.438
H 2.459 0.867 1.228
C 0.572 -0.060 3.477
P -0.534 1.014 2.500
C -0.258 2.623 3.316
C -2.196 0.521 3.048
C -2.510 -0.830 3.184
C -3.799 -1.225 3.500
C -4.795 -0.275 3.677
C -4.494 1.072 3.545
C -3.201 1.467 3.234
H 0.575 -1.072 3.073
H 0.268 -0.082 4.523
H 1.589 0.332 3.412
H -0.563 2.585 4.362
H -0.803 3.419 2.809
H 0.806 2.860 3.263
H -1.743 -1.582 3.046
H -4.027 -2.277 3.611
H -5.801 -0.584 3.926
H -5.263 1.817 3.690
H -2.980 2.525 3.149
C -4.322 3.790 -0.955
Te -2.492 3.163 -0.066
C -2.597 5.056 1.000
C -3.841 5.759 0.527
C -4.184 7.012 1.030
C -5.316 7.664 0.578
C -6.121 7.068 -0.386
C -5.789 5.823 -0.887
C -4.651 5.159 -0.433
H -5.044 3.027 -0.671
H -4.206 3.758 -2.038
H -1.691 5.615 0.753
H -2.600 4.891 2.079
H -3.555 7.478 1.777
H -5.573 8.637 0.973
H -7.005 7.575 -0.744
H -6.417 5.356 -1.635
C 1.124 2.348 -3.680
O 0.935 1.991 -2.319
C -0.129 1.206 -1.894
C -1.072 0.702 -2.935
H 1.261 3.431 -3.732
H 0.289 2.070 -4.316
H 2.029 1.863 -4.054
H -0.562 0.163 -3.742
H -1.664 1.503 -3.402
H -1.771 0.006 -2.482
*
```

Summary:
**HOMO (spin up / spin down)**: -7.52 / -10.01 eV
**Relative energy (zero: lowest compared OMol25 entry of this formula, charge and spin)**: 0.00 kcal per mole
**E_LUMO (spin up / spin down)**: -2.13 / -4.29 eV

=====

Record 3
DFT (wB97M-V/def2-TZVPD) results for a molecular structure, C24H20AlClNPS in a non-equilibrium geometry.

```
! wB97M-V def2-TZVPD RIJCOSX def2/J DEFGRID3
* xyz 0 1
C -1.390 -0.390 1.945
C -0.464 0.589 2.194
C -0.587 1.642 1.249
H 0.286 0.513 2.950
C -1.594 1.312 0.306
C -2.272 0.090 0.864
H -3.356 0.180 1.050
H -1.498 -1.358 2.408
H -0.151 2.614 1.361
H -2.151 1.998 -0.319
Al -0.137 -0.063 -0.465
Cl -0.423 0.344 -2.495
P 2.174 0.766 -0.239
C 2.254 2.591 -0.341
C 3.191 3.343 0.383
H 3.877 2.850 1.067
C 3.254 4.730 0.222
H 3.989 5.303 0.788
C 2.389 5.377 -0.666
H 2.443 6.460 -0.793
C 1.457 4.634 -1.397
H 0.782 5.133 -2.096
C 1.391 3.252 -1.233
H 0.671 2.671 -1.808
C 3.176 0.329 1.219
C 2.862 0.858 2.484
H 2.075 1.606 2.583
C 3.553 0.436 3.619
H 3.279 0.837 4.598
C 4.590 -0.497 3.498
H 5.139 -0.818 4.384
C 4.920 -1.017 2.241
H 5.732 -1.740 2.138
C 4.212 -0.613 1.111
H 4.467 -1.018 0.133
C 3.187 0.230 -1.654
C 4.233 1.039 -2.110
H 4.413 2.005 -1.646
C 5.044 0.607 -3.158
H 5.868 1.237 -3.496
C 4.801 -0.630 -3.765
H 5.439 -0.969 -4.584
C 3.743 -1.434 -3.324
H 3.551 -2.399 -3.800
C 2.935 -1.005 -2.273
H 2.098 -1.617 -1.940
S -4.319 -2.553 -0.294
C -2.866 -2.006 -0.493
N -1.891 -1.233 -0.425
*
```

Summary:
**HOMO**: -5.61 eV
**Relative energy (zero: lowest compared OMol25 entry of this formula, charge and spin)**: 45.30 kcal per mole
**E_LUMO**: -0.68 eV

=====

Record 4
DFT (wB97M-V/def2-TZVPD) results for C5H9N3O in the gas phase in a non-equilibrium geometry.

```
! wB97M-V def2-TZVPD RIJCOSX def2/J DEFGRID3
* xyz 0 1
C 0.083 2.382 -0.466
C -0.045 1.091 -1.126
C 0.992 -0.206 -0.770
C 0.465 -0.860 1.452
C 0.371 -1.481 -1.354
H 1.349 2.665 -0.555
H -0.237 2.307 0.650
H -0.566 3.099 -1.211
H -0.273 1.274 -2.272
H -0.927 0.639 -0.552
H 1.815 0.099 -1.323
H 0.617 -0.806 2.571
H -0.662 -2.098 0.341
H -2.055 -1.641 2.648
N 1.261 -0.287 0.656
N -0.749 -1.540 1.242
N 0.048 -2.350 -2.248
O -1.485 -2.286 2.318
*
```

Summary:
**HOMO**: -9.64 eV
**Structure (SMILES)**: CC[C@H](C#N)/N=C\NO
**Relative energy (zero: lowest compared OMol25 entry of this formula, charge and spin)**: 155.98 kcal per mole
**E_LUMO**: 0.40 eV

=====

Record 5
DFT (wB97M-V/def2-TZVPD) results for C10H13N5O4 in the gas phase in a non-equilibrium geometry.

```
! wB97M-V def2-TZVPD RIJCOSX def2/J DEFGRID3
* xyz 0 1
O -3.036 -0.209 -0.261
N -2.742 -1.441 -0.226
C -1.384 -1.856 -0.345
C -0.329 -0.862 -0.768
C 0.965 -1.591 -0.807
N 2.138 -1.121 -1.368
O 2.578 -0.025 -1.699
O 2.948 -2.273 -1.614
N 2.273 -3.452 -1.265
C 1.043 -3.012 -0.848
N 0.017 -3.807 -0.624
C -1.156 -3.233 -0.372
O -3.628 -2.324 -0.094
H -0.570 -0.570 -1.833
H -2.007 -3.890 -0.193
C 0.677 2.939 1.099
C 0.996 1.649 1.847
C 0.958 0.408 0.990
N -0.275 0.355 0.106
C -0.695 1.646 -0.608
C -0.655 2.807 0.366
H 0.596 3.745 1.840
H 1.485 3.219 0.403
H 1.958 1.707 2.353
H 0.253 1.506 2.634
H 1.825 0.367 0.335
H 0.940 -0.508 1.610
H -1.037 0.260 0.782
H -0.040 1.759 -1.474
H -1.726 1.433 -0.928
H -1.445 2.640 1.110
H -0.927 3.734 -0.150
*
```

Summary:
**HOMO**: -8.15 eV
**Structure (SMILES)**: [O-][N+]([O-])=C1C=Nc2no[n+]([O-])c2[C@@H]1[NH+]1CCCCC1
**Relative energy (zero: lowest compared OMol25 entry of this formula, charge and spin)**: 212.97 kcal per mole
**E_LUMO**: -0.26 eV

=====

Record 6
DFT (wB97M-V/def2-TZVPD) results for 4 unconnected molecules or ions with the total composition C25H41N6 in a non-equilibrium geometry.

```
! wB97M-V def2-TZVPD RIJCOSX def2/J DEFGRID3
* xyz 1 1
C 6.411 0.819 0.031
C 5.475 1.474 -0.825
C 4.328 2.150 -1.835
C 4.969 2.510 -3.323
C 3.846 2.113 -4.487
C 4.252 2.749 -5.980
C 3.008 2.549 -7.038
C 1.966 3.818 -7.112
N 1.639 4.439 -5.771
N 3.814 0.602 -4.537
C 3.679 -0.055 -3.147
N 2.817 -1.280 -3.356
C 2.580 -2.063 -2.085
C 0.941 -2.259 -1.816
C 0.115 -0.839 -1.853
C 3.140 0.983 -1.994
H 6.912 -0.009 0.729
H 3.878 3.134 -1.342
H 5.918 1.822 -3.504
H 5.337 3.617 -3.424
H 2.785 2.599 -4.241
H 5.177 2.164 -6.394
H 4.485 3.899 -5.920
H 2.451 1.512 -6.846
H 3.487 2.447 -8.125
H 2.470 4.645 -7.769
H 0.946 3.406 -7.563
H 0.823 5.089 -5.808
H 2.472 4.859 -5.304
H 4.693 0.227 -4.965
H 3.019 0.268 -5.145
H 4.790 -0.348 -2.846
H 3.413 -1.920 -3.963
H 2.981 -3.170 -2.277
H 3.155 -1.674 -1.143
H 0.788 -2.758 -0.755
H 0.517 -2.934 -2.699
H 0.600 0.015 -1.214
H -0.945 -1.058 -1.350
H -0.121 -0.525 -2.971
H 2.144 1.471 -2.370
H 2.960 0.496 -0.941
N -4.841 -1.297 -0.099
C -4.012 -2.132 -0.802
C -3.108 -2.678 0.082
C -3.407 -2.159 1.364
C -4.483 -1.312 1.224
H -5.599 -0.756 -0.495
H -4.134 -2.265 -1.869
H -2.320 -3.377 -0.169
H -2.893 -2.380 2.291
H -5.022 -0.718 1.950
N -5.869 -1.638 4.538
C -5.440 -1.672 5.839
C -6.157 -0.733 6.548
C -7.053 -0.116 5.642
C -6.855 -0.696 4.409
H -5.513 -2.219 3.789
H -4.663 -2.358 6.149
H -6.047 -0.517 7.602
H -7.766 0.668 5.866
H -7.331 -0.518 3.454
N -3.146 -1.666 8.615
C -3.523 -2.249 9.797
C -2.561 -1.961 10.739
C -1.572 -1.172 10.105
C -1.960 -1.003 8.794
H -3.663 -1.716 7.747
H -4.440 -2.818 9.865
H -2.571 -2.284 11.772
H -0.674 -0.770 10.555
H -1.494 -0.469 7.976
*
```

Summary:
**HOMO**: -9.12 eV
**E_LUMO**: -2.83 eV